[1]
Density functional theory data (the ωB97M-V functional and the def2-TZVPD basis) for one molecule with the formula C4H7N3O3 in a non-equilibrium geometry.

```
17
C4H7N3O3 (the ωB97M-V functional and the def2-TZVPD basis)
C 1.505 -0.974 0.121
C 0.470 0.072 0.299
N 0.483 0.887 1.563
O -0.437 1.608 1.704
O 1.414 0.697 2.299
C -0.014 0.641 -0.968
C -1.498 0.487 -1.152
N -1.943 -0.630 -0.274
N -1.079 -0.849 0.532
O -1.068 -1.732 1.382
H 1.979 -0.712 -0.861
H 1.023 -2.035 0.136
H 2.091 -0.992 1.067
H 0.438 0.097 -1.816
H 0.364 1.708 -1.048
H -2.077 1.386 -0.765
H -1.651 0.339 -2.218
```

Results
* HOMO level: -10.11 eV
* total energy: -14867.7574 eV
* SMILES: C[C@@]1([N+](=O)[O-])CCN=[N+]1[O-]
* energy above the lowest of the compared OMol25 structures with the same formula, charge and spin: 690.1 kJ/mol
* HOMO-LUMO gap: 0.3552 Eh

***

[2]
Density functional theory data (the ωB97M-V functional and the def2-TZVPD basis) for C15H20AuN3O15P2 as an isolated structure.

```
56
C15H20AuN3O15P2 (the ωB97M-V functional and the def2-TZVPD basis)
Au -0.201 0.203 -0.532
O 0.614 1.402 3.348
C 0.802 0.934 2.250
O -0.194 0.415 1.544
C 2.194 0.772 1.705
C 3.202 0.459 2.590
C 4.477 0.197 2.115
C 4.765 0.191 0.772
C 3.761 0.520 -0.114
C 2.467 0.905 0.323
O 1.570 1.359 -0.506
N 4.064 0.341 -1.541
O 5.042 -0.310 -1.835
O 3.329 0.871 -2.369
N 5.552 -0.133 3.069
O 6.669 -0.304 2.622
O 5.253 -0.213 4.242
H 2.993 0.414 3.649
H 5.747 -0.079 0.415
C 1.426 -3.599 -2.284
C 0.649 -2.357 -1.871
O 1.309 -1.602 -0.808
P 0.516 -1.156 -3.227
O 1.922 -0.929 -3.870
O -0.238 -1.881 -4.401
O -0.167 0.084 -2.719
P -1.016 -2.791 -1.142
O -1.825 -3.312 -2.449
O -0.792 -3.863 -0.156
O -1.632 -1.462 -0.724
H 2.467 -3.342 -2.482
H 0.996 -4.031 -3.187
H 1.375 -4.341 -1.487
H 1.274 -2.140 0.002
H 2.503 -0.275 -3.411
H -1.125 -2.186 -4.150
H -2.101 -4.229 -2.318
O -1.594 1.854 -0.586
C -2.829 1.895 -0.411
C -3.475 3.241 -0.265
C -4.071 3.268 1.172
C -3.378 2.341 2.205
C -3.878 0.880 2.233
C -3.414 0.040 1.043
N -3.635 0.834 -0.197
H -4.247 3.376 -1.027
H -2.717 4.007 -0.407
H -5.133 3.012 1.131
H -4.018 4.296 1.529
H -3.547 2.767 3.194
H -2.291 2.349 2.061
H -4.974 0.882 2.277
H -3.522 0.401 3.147
H -3.958 -0.897 0.956
H -2.365 -0.196 1.136
H -4.604 1.118 -0.254
```

Results
* HOMO level (alpha / beta): -9.14 / -9.27 eV
* multiplicity: 3
* total energy: -73329.6703 eV
* energy above the lowest of the compared OMol25 structures with the same formula, charge and spin: 99.4 kJ/mol
* HOMO-LUMO gap (alpha / beta): 0.3038 / 0.2282 Eh

***

[3]
Density functional theory data (the ωB97M-V functional and the def2-TZVPD basis) for a 2-piece molecular cluster, C41H45N4O2 overall in a non-equilibrium geometry.

```
92
C41H45N4O2 (the ωB97M-V functional and the def2-TZVPD basis)
C -5.647 0.449 -0.878
C -4.243 0.692 -1.325
C -3.699 1.973 -1.223
C -2.401 2.251 -1.637
C -1.902 3.658 -1.522
C -1.627 1.196 -2.147
N -0.290 1.455 -2.569
C 0.810 1.129 -1.885
N 1.898 1.497 -2.586
C 3.224 1.176 -2.208
C 3.569 -0.177 -2.051
C 2.597 -1.287 -2.311
C 4.865 -0.483 -1.656
C 5.809 0.517 -1.415
C 7.169 0.124 -0.949
C 5.450 1.853 -1.604
C 4.157 2.204 -1.989
C 3.766 3.647 -2.070
C 1.543 1.999 -3.936
C 0.037 1.907 -3.958
C -2.159 -0.098 -2.280
C -1.372 -1.215 -2.887
C -3.465 -0.336 -1.859
H -5.916 -0.595 -1.063
H -5.762 0.667 0.193
H -6.340 1.103 -1.424
H -4.314 2.781 -0.826
H -0.867 3.769 -1.857
H -2.534 4.340 -2.109
H -1.970 3.995 -0.478
H 3.148 -2.238 -2.278
H 1.808 -1.326 -1.544
H 2.125 -1.228 -3.306
H 5.150 -1.529 -1.536
H 7.774 1.015 -0.755
H 7.106 -0.473 -0.029
H 7.663 -0.494 -1.711
H 6.183 2.637 -1.409
H 4.609 4.252 -1.713
H 3.547 3.965 -3.099
H 2.901 3.884 -1.430
H 1.897 3.025 -4.064
H 1.997 1.351 -4.700
H -0.293 1.145 -4.677
H -0.458 2.861 -4.164
H -2.030 -2.092 -2.938
H -1.041 -1.000 -3.916
H -0.498 -1.492 -2.280
H -3.894 -1.334 -1.966
C -3.844 -7.293 1.601
O -4.694 -6.142 1.404
C -4.282 -4.942 1.904
C -5.124 -3.842 1.650
C -4.741 -2.563 2.006
C -3.499 -2.346 2.622
N -3.141 -1.022 2.975
C -1.943 -0.372 2.841
C -0.754 -0.907 2.147
C 0.319 0.018 1.698
C 1.608 -0.401 1.796
C 2.793 0.445 1.787
C 4.025 -0.036 2.303
C 5.152 0.775 2.359
C 5.073 2.111 1.938
C 3.858 2.607 1.451
C 2.742 1.777 1.333
O -0.659 -2.133 1.938
N -2.093 0.830 3.437
C -1.094 1.876 3.601
C -3.394 0.958 3.918
C -4.061 -0.153 3.579
C -2.725 -3.446 2.996
C -3.072 -4.737 2.603
H -4.416 -8.116 1.162
H -2.887 -7.164 1.068
H -3.670 -7.477 2.672
H -6.065 -4.040 1.154
H -5.413 -1.731 1.803
H 0.006 0.950 1.207
H 1.804 -1.452 2.039
H 4.063 -1.067 2.667
H 6.099 0.377 2.733
H 5.953 2.757 1.980
H 3.779 3.652 1.146
H 1.813 2.137 0.883
H -1.466 2.547 4.387
H -0.112 1.474 3.885
H -0.985 2.468 2.680
H -3.716 1.828 4.467
H -5.086 -0.434 3.751
H -1.834 -3.324 3.606
H -2.403 -5.563 2.849
```

Results
* HOMO level: -10.03 eV
* charge: +1
* total energy: -53295.6968 eV
* energy above the lowest of the compared OMol25 structures with the same formula, charge and spin: 159.3 kJ/mol
* HOMO-LUMO gap: 0.2300 Eh

***

[4]
Density functional theory data (the ωB97M-V functional and the def2-TZVPD basis) for H24O28S4Zn2 as an isolated structure in a non-equilibrium geometry.

```
58
H24O28S4Zn2 (the ωB97M-V functional and the def2-TZVPD basis)
Zn -1.531 1.711 -2.387
Zn -0.472 -1.220 2.766
S -0.026 -4.606 2.313
O -1.046 -5.093 1.398
O -0.092 -5.238 3.642
O 1.307 -4.791 1.748
O -0.230 -3.119 2.505
S -2.701 4.393 -1.154
O -1.623 3.428 -1.505
O -3.251 3.948 0.120
O -2.193 5.759 -0.996
O -3.712 4.352 -2.219
S 0.382 0.133 -0.210
O 0.654 -0.902 -1.221
O 1.634 0.921 -0.090
O -0.680 1.033 -0.668
O 0.047 -0.457 1.099
S -4.145 0.206 -1.050
O -3.438 -1.015 -0.572
O -5.321 -0.173 -1.852
O -4.523 0.943 0.172
O -3.213 0.960 -1.928
O 2.667 3.395 0.285
H 3.368 3.296 0.932
H 2.212 2.525 0.293
O 3.278 0.477 -2.399
H 2.787 -0.220 -2.839
H 2.734 0.715 -1.621
O 2.199 -2.472 -2.652
H 1.758 -1.852 -2.018
H 2.374 -3.263 -2.138
O 4.002 1.121 1.350
H 3.255 0.885 0.755
H 3.913 0.513 2.087
O -1.231 -0.398 -3.169
H -0.366 -0.715 -2.877
H -1.852 -1.098 -2.910
O -0.821 -3.149 -1.475
H -0.188 -2.409 -1.441
H -0.666 -3.665 -0.672
O 3.259 -1.590 0.285
H 3.072 -2.459 -0.075
H 2.528 -1.032 -0.039
O -0.482 0.804 3.395
H -0.613 1.514 2.715
H -0.156 1.262 4.173
O 0.513 2.055 -3.100
H 1.178 1.676 -3.683
H 0.963 2.773 -2.636
O 1.684 -1.287 3.197
H 2.281 -2.044 3.161
H 2.194 -0.580 3.603
O -0.982 2.758 1.562
H -0.733 2.034 0.970
H -1.889 3.020 1.255
O -2.377 -1.115 2.150
H -3.128 -1.599 2.497
H -2.564 -1.048 1.166
```

Results
* HOMO level: 2.68 eV
* charge: -4
* total energy: -197898.2894 eV
* energy above the lowest of the compared OMol25 structures with the same formula, charge and spin: 0.0 kJ/mol
* HOMO-LUMO gap: 0.1494 Eh

***

[5]
Density functional theory data (the ωB97M-V functional and the def2-TZVPD basis) for a 2-piece molecular cluster, C5H8N2O4 overall in a non-equilibrium geometry.

```
19
C5H8N2O4 (the ωB97M-V functional and the def2-TZVPD basis)
C -2.162 0.489 0.790
C 2.378 -0.732 2.432
C 1.774 -0.447 -0.061
C -2.063 0.245 -0.800
C 1.445 -0.807 1.478
N -0.861 0.665 -1.325
N -0.773 1.019 -2.568
O -1.693 -0.419 1.536
O -1.849 0.933 -3.383
O -2.842 1.472 1.158
O 0.283 1.365 -3.102
H 3.414 -0.406 2.248
H -2.942 0.589 -1.370
H 1.968 -0.843 3.468
H 1.926 -1.319 -0.705
H 0.943 0.157 -0.523
H 2.758 0.082 0.007
H -2.088 -0.958 -0.896
H 0.385 -1.083 1.617
```

Results
* HOMO level: -0.48 eV
* charge: -2
* total energy: -16480.2138 eV
* energy above the lowest of the compared OMol25 structures with the same formula, charge and spin: 55.1 kJ/mol
* HOMO-LUMO gap: 0.2364 Eh

***

[6]
Density functional theory data (the ωB97M-V functional and the def2-TZVPD basis) for a 2-piece molecular cluster, C3H4N2O overall.

```
10
C3H4N2O (the ωB97M-V functional and the def2-TZVPD basis)
O 2.264 -0.121 -0.008
C 1.042 0.167 0.263
C 0.147 -0.900 -0.128
N -1.069 -0.157 -0.259
C -0.819 1.096 0.150
N 0.432 1.351 0.504
H 1.497 -0.989 -0.660
H 0.081 -1.789 0.500
H -1.977 -0.513 -0.509
H -1.597 1.854 0.147
```

Results
* HOMO level: -8.84 eV
* total energy: -8200.4186 eV
* energy above the lowest of the compared OMol25 structures with the same formula, charge and spin: 334.5 kJ/mol
* HOMO-LUMO gap: 0.3445 Eh

***

[7]
Density functional theory data (the ωB97M-V functional and the def2-TZVPD basis) for C32H32N5O3PPtS as an isolated structure in a non-equilibrium geometry.

```
75
C32H32N5O3PPtS (the ωB97M-V functional and the def2-TZVPD basis)
Pt 0.222 0.147 0.855
O 4.104 0.674 2.074
S 2.899 1.152 1.458
O 1.715 1.120 2.358
O 2.593 0.585 0.137
C 3.018 2.905 1.181
C 4.109 3.649 1.589
C 4.052 5.031 1.508
C 2.905 5.642 1.019
C 1.819 4.886 0.605
C 1.857 3.497 0.689
P 0.368 2.492 0.216
C -0.883 3.388 1.229
C -1.231 2.799 2.446
C -2.176 3.388 3.271
C -2.784 4.577 2.892
C -2.434 5.179 1.694
C -1.492 4.588 0.865
C 0.129 3.135 -1.485
C -1.114 3.405 -2.057
C -1.195 3.934 -3.337
C -0.043 4.192 -4.064
C 1.196 3.878 -3.524
C 1.278 3.340 -2.250
H 4.970 3.123 1.980
H 4.884 5.636 1.841
H 2.843 6.722 0.986
H 0.933 5.389 0.245
H -0.736 1.880 2.742
H -2.446 2.915 4.206
H -3.527 5.033 3.533
H -2.896 6.110 1.391
H -1.239 5.055 -0.077
H -2.028 3.218 -1.512
H -2.165 4.137 -3.772
H -0.111 4.621 -5.055
H 2.099 4.040 -4.096
H 2.242 3.071 -1.838
C -2.567 -1.447 -0.585
N -2.130 -0.290 0.226
C -2.831 -0.347 1.534
N -4.277 -0.348 1.369
C -4.648 -1.506 0.557
N -4.012 -1.462 -0.763
C -4.419 -0.223 -1.428
N -4.025 0.957 -0.656
C -2.581 0.927 -0.483
C -4.657 0.875 0.663
H -2.265 -2.370 -0.089
H -2.087 -1.389 -1.564
H -2.538 0.519 2.127
H -2.534 -1.255 2.050
H -5.732 -1.525 0.431
H -4.335 -2.418 1.070
H -5.504 -0.220 -1.547
H -3.949 -0.181 -2.414
H -2.275 1.797 0.096
H -2.103 0.946 -1.464
H -5.741 0.898 0.537
H -4.346 1.734 1.261
C 0.542 -1.962 0.742
C 0.356 -2.115 2.164
C -0.804 -2.707 2.716
C -0.998 -2.791 4.075
C -0.022 -2.315 4.954
C 1.174 -1.805 4.437
C 1.364 -1.722 3.079
C -0.229 -2.405 6.359
N -0.400 -2.478 7.495
H -0.128 -2.539 0.112
H 1.574 -1.938 0.399
H -1.535 -3.146 2.046
H -1.897 -3.237 4.482
H 1.951 -1.485 5.118
H 2.305 -1.356 2.693
```

Results
* HOMO level (alpha / beta): -7.34 / -7.34 eV
* total energy: -70665.4702 eV
* energy above the lowest of the compared OMol25 structures with the same formula, charge and spin: 229.6 kJ/mol
* HOMO-LUMO gap (alpha / beta): 0.2365 / 0.2364 Eh

***

[8]
Density functional theory data (the ωB97M-V functional and the def2-TZVPD basis) for one molecule with the formula C6H10O.

```
17
C6H10O (the ωB97M-V functional and the def2-TZVPD basis)
O 2.038 -0.485 -0.581
C 1.167 -0.086 0.342
C -0.039 -0.955 0.572
C -1.326 -0.390 -0.050
C -1.194 -0.094 -1.540
C 0.395 1.599 1.810
C 1.414 1.116 0.978
H 1.734 -1.308 -0.989
H -0.332 0.554 -1.740
H -0.183 -1.045 1.650
H 0.166 -1.958 0.165
H -1.566 0.517 0.511
H -2.134 -1.113 0.122
H -1.060 -1.012 -2.125
H -2.089 0.412 -1.915
H 0.654 2.641 2.083
H 2.355 1.607 0.706
```

Results
* HOMO level: -7.79 eV
* total energy: -8428.0552 eV
* energy above the lowest of the compared OMol25 structures with the same formula, charge and spin: 307.3 kJ/mol
* HOMO-LUMO gap: 0.2852 Eh

***

[9]
Density functional theory data (the ωB97M-V functional and the def2-TZVPD basis) for C42H39N8O4RbS4 as an isolated structure in a non-equilibrium geometry.

```
98
C42H39N8O4RbS4 (the ωB97M-V functional and the def2-TZVPD basis)
Rb 2.319 -1.176 0.233
C -2.125 -0.358 2.581
C -1.969 0.925 3.075
C -1.242 1.842 2.333
C -0.673 1.425 1.135
N -0.808 0.190 0.666
C -1.524 -0.672 1.369
C 0.123 2.357 0.289
C -0.311 3.661 0.072
C 0.429 4.477 -0.765
C 1.571 3.963 -1.354
C 1.927 2.650 -1.072
N 1.228 1.863 -0.264
H -2.686 -1.108 3.124
H -2.395 1.209 4.029
H -1.078 2.847 2.696
H -1.606 -1.665 0.934
H -1.234 4.007 0.519
H 0.104 5.489 -0.973
H 2.172 4.554 -2.031
H 2.802 2.191 -1.518
S -0.633 -2.046 -2.087
C -2.208 -1.536 -2.453
N -3.240 -2.477 -2.486
C -4.519 -2.119 -3.033
C -4.903 -0.762 -2.499
N -3.885 0.173 -2.897
C -4.296 1.550 -2.983
C -4.762 2.115 -1.660
C -3.841 2.347 -0.638
C -4.266 2.843 0.584
C -5.612 3.111 0.808
C -6.534 2.877 -0.200
C -6.105 2.380 -1.425
C -2.529 -0.176 -2.765
S -1.344 1.013 -3.036
C -3.023 -3.866 -2.188
C -3.906 -4.331 -1.058
C -4.873 -5.312 -1.226
C -5.689 -5.699 -0.169
C -5.547 -5.098 1.072
C -4.582 -4.111 1.250
C -3.773 -3.732 0.194
H -5.258 -2.870 -2.743
H -4.487 -2.075 -4.134
H -5.020 -0.819 -1.406
H -5.861 -0.437 -2.918
H -5.113 1.633 -3.712
H -3.433 2.110 -3.347
H -2.797 2.118 -0.818
H -3.542 3.009 1.371
H -5.938 3.493 1.767
H -7.585 3.074 -0.033
H -6.825 2.194 -2.214
H -1.968 -3.960 -1.914
H -3.192 -4.493 -3.076
H -4.986 -5.779 -2.198
H -6.440 -6.464 -0.319
H -6.184 -5.392 1.896
H -4.464 -3.636 2.215
H -3.024 -2.957 0.316
N 2.289 -0.265 -3.067
N 2.998 -1.163 -3.915
C 3.426 -2.415 -3.345
O 3.714 -3.276 -4.192
O 3.487 -2.482 -2.099
H 1.352 -0.619 -2.846
H 2.153 0.597 -3.588
H 2.507 -1.370 -4.784
O 3.014 -1.807 2.734
C 2.636 -0.715 3.182
O 1.728 0.018 2.674
C 3.313 -0.154 4.403
C 4.259 -0.898 5.094
C 4.894 -0.375 6.207
C 4.575 0.914 6.626
C 3.636 1.668 5.946
C 2.989 1.142 4.820
S 1.812 2.067 3.930
H 4.478 -1.892 4.723
H 5.630 -0.959 6.745
H 5.064 1.337 7.497
H 3.395 2.669 6.278
N 9.478 0.996 0.462
C 8.921 1.028 -0.768
S 9.829 1.160 -2.135
C 7.430 0.960 -0.759
C 6.738 0.351 -1.795
C 5.352 0.264 -1.716
N 4.666 0.777 -0.697
C 5.326 1.371 0.290
C 6.706 1.484 0.311
H 10.482 0.929 0.504
H 8.945 0.639 1.238
H 7.271 -0.075 -2.633
H 4.761 -0.244 -2.470
H 4.723 1.772 1.100
H 7.192 1.998 1.130
```

Results
* HOMO level (alpha / beta): -2.06 / -0.82 eV
* charge: -2
* total energy: -108297.5643 eV
* HOMO-LUMO gap (alpha / beta): 0.1989 / 0.1536 Eh

***

[10]
Density functional theory data (the ωB97M-V functional and the def2-TZVPD basis) for one molecule with the formula C7H4F6O in a non-equilibrium geometry.

```
18
C7H4F6O (the ωB97M-V functional and the def2-TZVPD basis)
F -4.180 -0.726 -0.436
C -2.862 -0.327 -0.685
C -2.814 1.173 -0.137
F -1.680 1.729 -0.464
F -3.827 1.916 -0.581
F -2.883 1.014 1.219
C -1.723 -1.478 0.192
F -1.962 -2.550 -0.547
F -2.188 -1.781 1.423
C -0.307 -0.935 0.193
C 0.630 -0.581 1.159
C 1.753 -0.044 0.433
C 1.304 -0.068 -0.897
O 0.176 -0.713 -1.034
H -2.637 -0.531 -1.672
H 0.805 -0.867 2.118
H 2.504 0.514 0.898
H 1.810 0.147 -1.904
```

Results
* HOMO level: -9.36 eV
* total energy: -25674.1061 eV
* SMILES: F[C@@H](C(F)(F)F)C(F)(F)c1ccco1
* energy above the lowest of the compared OMol25 structures with the same formula, charge and spin: 0.0 kJ/mol
* HOMO-LUMO gap: 0.3740 Eh

***

[11]
Density functional theory data (the ωB97M-V functional and the def2-TZVPD basis) for one molecule with the formula C5H7FN2 in a non-equilibrium geometry.

```
15
C5H7FN2 (the ωB97M-V functional and the def2-TZVPD basis)
C 2.020 -1.059 -0.374
C 2.194 0.196 -0.857
C 0.822 -1.267 0.298
C -1.919 1.385 0.182
C -1.396 -0.057 0.578
N 1.391 1.102 -0.800
N 0.003 -0.252 0.439
F -2.111 -0.958 -0.265
H 2.804 -1.919 -0.563
H 3.235 0.418 -1.367
H 0.457 -2.129 0.844
H -2.800 1.602 0.814
H -1.002 2.037 0.325
H -2.162 1.306 -0.891
H -1.534 -0.404 1.638
```

Results
* HOMO level (alpha / beta): -8.52 / -8.51 eV
* total energy: -10991.5321 eV
* energy above the lowest of the compared OMol25 structures with the same formula, charge and spin: 460.8 kJ/mol
* HOMO-LUMO gap (alpha / beta): 0.2722 / 0.3006 Eh